(1)
A molecular structure, C32H37ClN2Si2Tb in a non-equilibrium geometry, computed with ωB97M-V with the def2-TZVPD basis set.

Summary:
total charge: +1
multiplicity: 7
⟨S²⟩: 12.705
relative energy (zero: lowest compared OMol25 entry of this formula, charge and spin): 0.0 kcal per mole
frontier orbital gap (spin up / spin down): 0.2307 / 0.2432 Ha
electronic energy: -87472.293 eV

Last column: Mulliken charge in e.
CARTESIAN COORDINATES (ANGSTROEM)
C: -1.680 -0.404 4.530  -0.536
C: -0.483 0.015 3.881  -0.735
C: -0.766 1.228 3.191  -0.447
H: 0.500 -0.434 4.015  0.534
C: -2.137 1.549 3.402  -0.586
C: -2.702 0.535 4.234  -0.986
H: -3.687 0.582 4.688  0.696
H: -1.746 -1.202 5.268  0.781
H: -0.048 1.844 2.674  0.803
H: -2.643 2.449 3.074  0.564
Tb: -2.042 -0.564 2.045  0.760
Si: -0.201 -0.604 -0.992  0.595
C: 1.494 -1.138 -0.148  0.650
C: 2.161 -2.208 -0.758  -0.797
H: 1.652 -2.777 -1.543  0.333
C: 3.483 -2.517 -0.437  -0.485
H: 4.015 -3.259 -1.009  0.457
C: 4.122 -1.865 0.617  -0.644
H: 5.160 -2.115 0.877  0.385
C: 3.416 -0.899 1.340  -0.858
H: 3.890 -0.409 2.180  0.441
C: 2.114 -0.552 0.983  0.324
H: 1.578 0.188 1.584  0.293
C: -0.570 1.183 -0.228  2.038
C: 0.450 2.126 -0.027  -0.754
H: 1.496 1.806 -0.052  0.056
C: 0.140 3.478 0.149  -0.937
H: 0.937 4.218 0.175  0.438
C: -1.185 3.881 0.290  -0.670
H: -1.420 4.934 0.486  0.451
C: -2.205 2.940 0.196  -1.074
H: -3.238 3.267 0.304  0.482
C: -1.909 1.593 -0.047  -0.778
H: -2.728 0.857 -0.166  0.621
H: -0.885 -1.147 0.279  -0.595
Si: 0.453 0.259 -2.968  0.349
C: 0.025 1.988 -3.473  0.738
C: 1.014 2.803 -4.061  -0.386
H: 1.999 2.372 -4.292  0.339
C: 0.726 4.140 -4.341  -0.518
H: 1.504 4.769 -4.788  0.397
C: -0.537 4.666 -4.045  -0.578
H: -0.743 5.721 -4.246  0.375
C: -1.532 3.840 -3.501  -0.452
H: -2.505 4.254 -3.243  0.407
C: -1.273 2.487 -3.288  -0.451
H: -2.071 1.812 -2.958  0.385
C: 2.232 -0.103 -3.317  0.277
C: 3.094 0.614 -2.475  0.293
H: 2.673 1.312 -1.737  0.239
C: 4.463 0.415 -2.555  -0.840
H: 5.110 0.935 -1.845  0.414
C: 4.984 -0.429 -3.538  -0.541
H: 6.064 -0.516 -3.652  0.390
C: 4.128 -1.167 -4.368  -0.503
H: 4.549 -1.846 -5.114  0.388
C: 2.739 -1.031 -4.240  -0.645
H: 2.038 -1.619 -4.848  0.391
H: -0.325 -0.665 -3.908  -0.361
Cl: -1.683 -1.989 -1.895  -0.417
N: -3.953 -1.946 2.825  -0.475
C: -3.691 -3.062 3.808  -0.390
C: -3.000 -4.259 3.153  -0.627
C: -1.930 -3.979 2.119  -0.596
N: -1.106 -2.765 2.433  -0.470
H: -4.512 -2.330 2.058  0.292
H: -4.581 -1.275 3.273  0.294
H: -3.064 -2.644 4.610  0.052
H: -4.632 -3.378 4.254  0.478
H: -2.577 -4.877 3.954  0.313
H: -3.784 -4.891 2.698  0.334
H: -1.258 -4.850 2.053  0.439
H: -2.357 -3.834 1.115  0.319
H: -0.236 -2.717 1.882  0.199
H: -0.776 -2.797 3.405  0.330



(2)
2 unconnected molecules or ions with the total composition C32H37F3N2O2Si in a non-equilibrium geometry, computed with ωB97M-V with the def2-TZVPD basis set.

Summary:
total charge: 0
multiplicity: 1
frontier orbital gap: 0.2126 Ha
electronic energy: -56890.069 eV

Last column: Mulliken charge in e.
CARTESIAN COORDINATES (ANGSTROEM)
C: -3.365 -1.755 3.024  -0.757
N: -3.904 -0.421 2.992  -0.252
C: -4.754 -0.092 2.037  0.399
C: -6.094 0.481 2.624  0.742
F: -6.943 -0.564 2.897  -0.289
F: -5.919 1.186 3.776  -0.249
F: -6.710 1.296 1.731  -0.268
O: -4.621 -0.147 0.802  -0.690
H: -3.757 -2.300 3.899  0.314
H: -3.574 -2.352 2.113  0.279
H: -2.278 -1.668 3.151  0.130
C: 0.773 -1.704 -5.346  -1.081
Si: 2.181 -1.223 -4.237  0.435
C: 3.720 -2.219 -4.560  -1.135
C: 2.555 0.598 -4.334  -0.847
O: 1.704 -1.650 -2.685  -0.341
C: 1.317 -0.908 -1.544  1.806
C: 2.556 -0.266 -0.878  0.298
C: 3.821 -0.806 -1.115  -0.499
C: 4.954 -0.196 -0.568  -1.093
C: 4.818 0.905 0.279  -0.780
C: 3.546 1.388 0.586  -1.209
C: 2.413 0.790 0.024  -0.134
C: 0.169 0.039 -1.938  0.407
C: 0.319 1.425 -1.980  -0.181
C: -0.780 2.233 -2.303  -1.261
C: -1.988 1.653 -2.683  -0.634
C: -2.096 0.264 -2.757  -0.970
C: -1.013 -0.546 -2.406  -0.395
C: 0.776 -1.978 -0.529  -1.211
C: 1.813 -3.044 -0.134  -0.945
C: 2.310 -2.686 1.267  -0.756
C: 1.283 -1.710 1.853  -0.917
N: 0.406 -1.358 0.744  0.335
C: -0.661 -0.571 0.923  -0.631
C: -0.864 0.193 2.076  -0.021
C: -1.917 1.092 2.142  -0.668
C: -2.078 2.078 3.181  0.843
C: -2.733 3.300 2.893  -0.191
C: -2.743 4.328 3.826  -0.742
C: -2.156 4.136 5.088  -0.336
C: -1.569 2.903 5.410  -0.831
C: -1.533 1.876 4.470  -0.195
H: 0.994 -1.400 -6.379  0.370
H: 0.626 -2.792 -5.327  0.299
H: -0.166 -1.229 -5.038  0.272
H: 4.056 -2.046 -5.592  0.388
H: 4.535 -1.935 -3.883  0.307
H: 3.526 -3.291 -4.432  0.327
H: 3.107 0.782 -5.269  0.535
H: 1.639 1.201 -4.348  0.245
H: 3.180 0.934 -3.495  0.207
H: 3.929 -1.689 -1.751  0.358
H: 5.938 -0.608 -0.807  0.462
H: 5.704 1.376 0.709  0.411
H: 3.413 2.240 1.256  0.461
H: 1.418 1.162 0.270  0.706
H: 1.292 1.880 -1.782  0.683
H: -0.667 3.317 -2.258  0.482
H: -2.842 2.281 -2.942  0.418
H: -3.022 -0.210 -3.087  0.452
H: -1.084 -1.633 -2.506  0.528
H: -0.107 -2.473 -0.964  1.071
H: 1.268 -3.995 -0.089  0.547
H: 2.606 -3.158 -0.877  0.193
H: 2.401 -3.572 1.905  0.443
H: 3.293 -2.198 1.232  0.210
H: 0.708 -2.179 2.670  0.611
H: 1.765 -0.816 2.282  0.391
H: -1.404 -0.539 0.121  0.572
H: -0.171 0.097 2.920  0.213
H: -2.519 1.214 1.238  0.438
H: -3.197 3.413 1.912  0.423
H: -3.207 5.281 3.571  0.375
H: -2.166 4.942 5.819  0.382
H: -1.134 2.742 6.398  0.372
H: -1.096 0.904 4.713  0.369



(3)
A gas-phase ion, C32H37N6O2 (charge +1) in a non-equilibrium geometry, computed with ωB97M-V with the def2-TZVPD basis set.

Summary:
total charge: +1
SMILES: CC(=O)N1CCN2CCN(C(C)=O)c3c[n+](C(c4ccc5c(c4)CCN5C)c4ccc5c(c4)CCN5C)cc1c32
multiplicity: 1
relative energy (zero: lowest compared OMol25 entry of this formula, charge and spin): 0.0 kcal per mole
frontier orbital gap: 0.2358 Ha
electronic energy: -46814.649 eV

Last column: Mulliken charge in e.
CARTESIAN COORDINATES (ANGSTROEM)
C: -3.038 -3.458 -1.997  -1.625
C: -2.009 -2.499 -1.468  0.923
O: -1.690 -2.550 -0.274  -0.548
N: -1.423 -1.652 -2.401  0.129
C: -1.527 -1.890 -3.840  -0.753
C: -0.231 -1.581 -4.547  -0.782
N: 0.244 -0.258 -4.186  -0.114
C: 1.333 0.244 -5.004  -0.855
C: 1.540 1.716 -4.752  -0.781
N: 1.686 2.010 -3.317  0.107
C: 2.412 3.127 -2.902  0.871
C: 2.887 4.053 -3.997  -1.415
O: 2.722 3.360 -1.743  -0.608
C: 0.923 1.257 -2.371  -0.054
C: 0.833 1.553 -1.006  -1.023
N: -0.049 0.892 -0.174  0.346
C: -0.106 1.097 1.331  -0.038
C: -1.423 0.640 2.174  -0.631
C: -1.542 -0.609 2.841  -0.293
C: -2.809 -1.177 3.017  -1.217
C: -3.924 -0.376 2.759  0.472
C: -3.784 1.000 2.531  1.187
C: -2.522 1.512 2.262  -1.094
C: -5.140 1.591 2.477  -0.847
C: -6.109 0.395 2.632  -0.669
N: -5.239 -0.721 2.844  0.112
C: -5.754 -2.062 2.959  -1.027
C: 1.223 0.566 2.020  0.259
C: 1.451 -0.809 1.912  -0.645
C: 2.690 -1.354 2.240  -1.881
C: 3.713 -0.455 2.537  0.604
C: 3.491 0.918 2.712  0.978
C: 2.228 1.435 2.466  -0.621
C: 4.792 1.557 3.009  -0.746
C: 5.818 0.395 3.016  -0.712
N: 5.011 -0.765 2.801  0.066
C: 5.581 -2.082 2.679  -1.044
C: -0.829 -0.088 -0.660  -0.912
C: -0.690 -0.534 -1.963  0.330
C: 0.149 0.160 -2.869  0.966
H: -3.787 -2.959 -2.618  0.397
H: -2.563 -4.263 -2.572  0.378
H: -3.564 -3.926 -1.162  0.378
H: -1.799 -2.918 -4.030  0.524
H: -2.326 -1.261 -4.256  0.256
H: 0.525 -2.351 -4.288  0.304
H: -0.388 -1.577 -5.638  0.396
H: 2.273 -0.302 -4.797  0.327
H: 1.047 0.089 -6.057  0.402
H: 2.417 2.046 -5.294  0.521
H: 0.688 2.280 -5.158  0.303
H: 2.059 4.411 -4.620  0.357
H: 3.356 4.931 -3.549  0.365
H: 3.642 3.584 -4.643  0.361
H: 1.475 2.332 -0.597  0.945
H: -0.128 2.213 1.397  0.890
H: -0.674 -1.185 3.164  0.675
H: -2.945 -2.239 3.244  0.267
H: -2.439 2.564 1.982  0.424
H: -5.343 2.134 1.551  0.294
H: -5.312 2.277 3.308  0.261
H: -6.727 0.276 1.730  0.348
H: -6.795 0.523 3.481  0.345
H: -4.943 -2.787 2.792  0.296
H: -6.194 -2.240 3.961  0.283
H: -6.554 -2.219 2.205  0.340
H: 0.659 -1.468 1.556  0.500
H: 2.877 -2.416 2.134  0.202
H: 2.055 2.502 2.573  0.450
H: 5.086 2.311 2.272  0.269
H: 4.798 2.032 3.990  0.286
H: 6.376 0.337 3.961  0.346
H: 6.552 0.520 2.208  0.312
H: 4.811 -2.837 2.884  0.327
H: 5.988 -2.269 1.665  0.300
H: 6.407 -2.184 3.404  0.327
H: -1.496 -0.522 0.069  0.628